# 1
# C81H194N14O14

A cluster of 14 separate species, C81H194N14O14 in total (ωB97M-V with the def2-TZVPD basis set, the OMol25 dataset).

Cartesian coordinates (Å):
C  -3.010  -24.037  -4.852
C  -4.416  -24.326  -5.234
C  -4.986  -25.420  -4.377
C  -6.527  -25.612  -4.639
C  -7.249  -24.303  -4.223
C  -6.737  -23.107  -5.003
N  -5.237  -23.095  -4.848
O  -4.770  -22.002  -5.628
C  -7.311  -23.167  -6.461
C  -7.389  -21.850  -4.364
C  -4.480  -24.574  -6.749
H  -2.378  -24.927  -4.963
H  -2.885  -23.790  -3.774
H  -2.568  -23.197  -5.371
H  -4.400  -26.320  -4.618
H  -4.857  -25.060  -3.344
H  -6.977  -26.394  -3.996
H  -6.597  -25.869  -5.706
H  -7.246  -24.066  -3.163
H  -8.332  -24.359  -4.497
H  -8.177  -23.751  -6.545
H  -7.512  -22.120  -6.768
H  -6.568  -23.427  -7.196
H  -7.339  -21.077  -5.066
H  -8.478  -21.984  -4.315
H  -7.011  -21.580  -3.385
H  -5.302  -25.217  -6.966
H  -3.614  -25.158  -7.005
H  -4.532  -23.612  -7.217
H  -4.746  -21.270  -5.030
C  -3.732  -29.549  -3.180
C  -5.195  -29.954  -2.868
C  -6.094  -29.638  -4.138
C  -6.039  -30.731  -5.228
C  -6.342  -32.075  -4.623
C  -5.502  -32.499  -3.427
N  -5.468  -31.360  -2.470
O  -4.598  -31.668  -1.361
C  -6.113  -33.745  -2.720
C  -4.060  -32.953  -3.961
C  -5.657  -29.152  -1.702
H  -3.420  -30.006  -4.096
H  -3.122  -29.905  -2.429
H  -3.652  -28.500  -3.265
H  -7.134  -29.615  -3.778
H  -5.899  -28.587  -4.426
H  -5.102  -30.637  -5.709
H  -6.800  -30.327  -5.924
H  -6.362  -32.864  -5.384
H  -7.400  -32.142  -4.274
H  -6.450  -34.376  -3.558
H  -5.434  -34.310  -2.054
H  -6.938  -33.358  -2.108
H  -4.225  -33.790  -4.612
H  -3.448  -32.125  -4.378
H  -3.524  -33.435  -3.138
H  -6.685  -29.361  -1.346
H  -5.595  -28.080  -1.877
H  -4.980  -29.285  -0.818
H  -3.672  -31.611  -1.697
C  -14.770  -26.963  -15.496
C  -15.374  -26.148  -14.263
C  -16.396  -27.163  -13.549
C  -15.580  -28.217  -12.814
C  -14.615  -27.576  -11.763
C  -13.598  -26.639  -12.474
N  -14.337  -25.661  -13.300
O  -13.353  -24.931  -14.042
C  -12.857  -25.892  -11.371
C  -12.558  -27.426  -13.270
C  -16.120  -24.953  -14.806
H  -15.514  -26.693  -16.353
H  -14.775  -27.996  -15.233
H  -13.811  -26.588  -15.801
H  -17.045  -26.655  -12.823
H  -17.129  -27.570  -14.319
H  -15.034  -28.830  -13.513
H  -16.281  -28.775  -12.243
H  -14.051  -28.375  -11.288
H  -15.134  -26.968  -10.988
H  -13.524  -25.227  -10.890
H  -12.552  -26.543  -10.559
H  -12.053  -25.396  -11.826
H  -11.868  -26.658  -13.710
H  -12.035  -28.145  -12.714
H  -13.094  -27.911  -14.110
H  -16.551  -24.278  -14.048
H  -16.885  -25.346  -15.404
H  -15.411  -24.415  -15.462
H  -13.475  -24.030  -13.576
C  -16.967  -26.544  -8.729
C  -18.435  -26.764  -8.557
C  -19.110  -26.501  -9.834
C  -20.505  -27.048  -10.012
C  -20.470  -28.558  -9.761
C  -19.953  -28.829  -8.368
N  -18.549  -28.249  -8.306
O  -18.014  -28.459  -7.076
C  -20.921  -28.349  -7.279
C  -19.836  -30.341  -8.207
C  -19.047  -25.801  -7.460
H  -16.821  -25.654  -9.314
H  -16.547  -27.302  -9.361
H  -16.392  -26.501  -7.774
H  -19.109  -25.447  -10.058
H  -18.601  -26.958  -10.675
H  -20.830  -26.938  -11.065
H  -21.191  -26.493  -9.355
H  -19.894  -29.097  -10.490
H  -21.453  -29.051  -9.930
H  -21.953  -28.666  -7.516
H  -20.760  -28.812  -6.289
H  -20.959  -27.243  -7.146
H  -19.419  -30.871  -9.079
H  -19.302  -30.663  -7.345
H  -20.863  -30.723  -8.062
H  -20.102  -25.685  -7.653
H  -18.639  -24.851  -7.336
H  -18.889  -26.218  -6.483
H  -18.731  -28.297  -6.450
C  -10.014  -29.233  -7.569
C  -10.452  -28.179  -6.512
C  -10.782  -26.809  -7.175
C  -12.162  -26.775  -7.775
C  -13.179  -27.162  -6.690
C  -12.944  -28.510  -6.022
N  -11.547  -28.578  -5.605
O  -11.245  -29.881  -5.052
C  -13.770  -28.529  -4.719
C  -13.299  -29.655  -6.995
C  -9.173  -27.954  -5.611
H  -9.871  -30.215  -7.086
H  -9.192  -28.691  -8.052
H  -10.754  -29.278  -8.360
H  -10.723  -26.006  -6.422
H  -10.056  -26.627  -7.948
H  -12.177  -27.309  -8.730
H  -12.397  -25.775  -8.048
H  -14.207  -27.278  -7.093
H  -13.245  -26.403  -5.883
H  -13.428  -27.708  -4.077
H  -14.891  -28.447  -5.003
H  -13.490  -29.463  -4.212
H  -12.837  -30.619  -6.711
H  -14.386  -29.905  -6.966
H  -12.984  -29.415  -7.990
H  -9.458  -27.343  -4.784
H  -8.384  -27.491  -6.259
H  -8.779  -28.935  -5.250
H  -11.043  -29.716  -4.108
C  -8.870  -25.458  -10.972
C  -8.464  -26.831  -11.470
C  -7.096  -27.217  -10.895
O  -6.085  -26.359  -11.471
C  -5.252  -25.730  -10.563
N  -9.549  -27.845  -11.176
H  -9.721  -25.039  -11.475
H  -8.088  -24.715  -11.137
H  -9.101  -25.481  -9.931
H  -8.386  -26.818  -12.555
H  -6.849  -28.280  -11.159
H  -7.018  -27.145  -9.773
H  -5.702  -24.816  -10.156
H  -4.363  -25.438  -11.121
H  -4.914  -26.427  -9.766
H  -9.426  -28.723  -11.655
H  -9.445  -28.157  -10.225
C  -11.591  -30.531  -11.607
C  -10.277  -31.227  -11.306
C  -10.575  -32.716  -11.365
O  -9.412  -33.520  -11.242
C  -9.132  -34.000  -9.953
N  -9.295  -30.822  -12.331
H  -11.653  -30.529  -12.692
H  -11.602  -29.515  -11.309
H  -12.388  -31.123  -11.185
H  -9.747  -30.872  -10.381
H  -11.024  -32.897  -12.372
H  -11.336  -33.020  -10.646
H  -8.699  -33.198  -9.287
H  -8.482  -34.827  -10.073
H  -10.119  -34.420  -9.524
H  -9.854  -30.836  -13.170
H  -8.578  -31.536  -12.360
C  -10.642  -32.257  -2.515
C  -11.178  -31.598  -1.269
C  -11.683  -30.201  -1.610
O  -10.708  -29.441  -2.310
C  -9.682  -28.807  -1.577
N  -12.363  -32.228  -0.711
H  -9.657  -31.934  -2.682
H  -11.297  -32.033  -3.358
H  -10.682  -33.341  -2.377
H  -10.381  -31.521  -0.548
H  -12.004  -29.634  -0.729
H  -12.479  -30.337  -2.358
H  -9.425  -27.921  -2.159
H  -8.823  -29.486  -1.507
H  -10.000  -28.554  -0.579
H  -12.106  -33.063  -0.220
H  -12.979  -32.529  -1.434
C  -17.252  -26.869  -3.082
C  -17.732  -28.299  -3.337
C  -17.861  -29.123  -2.044
O  -18.437  -30.389  -2.334
C  -18.927  -30.894  -1.051
N  -18.979  -28.155  -4.096
H  -16.888  -26.327  -3.900
H  -16.523  -26.991  -2.223
H  -18.021  -26.300  -2.499
H  -16.987  -28.726  -4.001
H  -18.533  -28.582  -1.387
H  -16.962  -29.167  -1.445
H  -18.074  -30.953  -0.357
H  -19.337  -31.854  -1.144
H  -19.659  -30.210  -0.632
H  -19.630  -28.961  -3.991
H  -19.422  -27.336  -3.801
C  -9.925  -36.661  -7.370
C  -10.528  -36.117  -6.049
C  -10.054  -34.661  -5.758
O  -10.371  -33.813  -6.760
C  -10.473  -32.502  -6.288
N  -11.986  -36.150  -6.106
H  -10.287  -37.585  -7.661
H  -8.840  -36.763  -7.201
H  -10.011  -35.988  -8.162
H  -10.291  -36.760  -5.203
H  -8.950  -34.585  -5.682
H  -10.403  -34.299  -4.759
H  -11.029  -32.586  -5.332
H  -10.991  -31.893  -7.045
H  -9.507  -32.007  -6.074
H  -12.357  -35.456  -6.743
H  -12.486  -35.850  -5.269
C  -11.585  -26.020  -1.689
C  -10.911  -25.110  -2.749
C  -11.925  -24.548  -3.710
O  -11.195  -24.088  -4.794
C  -11.885  -23.619  -5.957
N  -10.088  -24.088  -2.110
H  -11.804  -27.001  -2.121
H  -12.490  -25.612  -1.189
H  -10.760  -26.082  -0.943
H  -10.322  -25.780  -3.353
H  -12.597  -23.809  -3.159
H  -12.657  -25.296  -4.089
H  -11.130  -23.526  -6.717
H  -12.453  -22.702  -5.810
H  -12.599  -24.374  -6.264
H  -9.690  -23.464  -2.793
H  -10.729  -23.479  -1.568
C  -7.102  -25.894  -0.730
C  -6.736  -24.835  0.309
C  -5.625  -23.907  -0.253
O  -4.452  -24.534  -0.645
C  -3.566  -23.594  -1.092
N  -7.960  -24.132  0.602
H  -6.255  -26.297  -1.279
H  -7.829  -25.404  -1.409
H  -7.500  -26.800  -0.310
H  -6.383  -25.272  1.222
H  -5.395  -23.136  0.485
H  -6.151  -23.423  -1.049
H  -3.996  -23.105  -1.939
H  -2.651  -24.065  -1.457
H  -3.376  -22.885  -0.298
H  -8.583  -24.614  1.259
H  -8.536  -23.980  -0.233
C  -16.207  -32.414  -3.017
C  -15.010  -33.161  -3.585
C  -15.562  -34.067  -4.590
O  -14.461  -34.723  -5.273
C  -14.982  -35.532  -6.305
N  -14.055  -32.241  -4.124
H  -16.880  -31.974  -3.837
H  -15.887  -31.539  -2.430
H  -16.772  -33.000  -2.278
H  -14.566  -33.783  -2.747
H  -16.074  -33.473  -5.378
H  -16.258  -34.830  -4.248
H  -14.300  -35.593  -7.183
H  -15.979  -35.214  -6.723
H  -15.003  -36.561  -5.904
H  -14.485  -31.439  -4.499
H  -13.442  -32.659  -4.843
C  -15.681  -24.754  -0.477
C  -16.620  -25.532  0.447
C  -15.854  -26.586  1.232
O  -15.585  -27.594  0.222
C  -15.027  -28.767  0.844
N  -17.399  -24.711  1.286
H  -15.068  -24.128  0.181
H  -16.210  -24.160  -1.191
H  -14.959  -25.472  -0.926
H  -17.353  -25.987  -0.252
H  -16.449  -26.978  2.040
H  -14.876  -26.321  1.691
H  -15.795  -29.383  1.390
H  -14.212  -28.494  1.513
H  -14.646  -29.336  0.011
H  -16.993  -24.104  1.970
H  -18.185  -25.206  1.628

Values from the calculation:
Total charge = 0
HOMO-LUMO gap = 8.69 eV

# 2
# C3H7N5

An isolated molecule of C3H7N5 (ωB97M-V with the def2-TZVPD basis set, the OMol25 dataset).

Cartesian coordinates (Å):
C  -1.534  -0.680  0.061
C  -1.409  1.615  -0.163
C  2.636  -0.411  -0.014
N  0.673  -1.778  0.367
N  0.578  0.446  -0.101
N  -2.539  -1.407  -0.016
N  -0.764  0.351  -0.107
N  1.220  -0.662  0.165
H  -1.949  1.796  0.776
H  -0.656  2.449  -0.407
H  -2.167  1.477  -0.956
H  2.928  -0.922  -0.944
H  3.127  -0.797  0.843
H  2.595  0.623  -0.074
H  -2.738  -2.100  0.569

Values from the calculation:
Total charge = 0
HOMO-LUMO gap = 8.21 eV

# 3
# C4H12O4

A cluster of 3 separate species, C4H12O4 in total (ωB97M-V with the def2-TZVPD basis set, the OMol25 dataset).

Cartesian coordinates (Å):
C  -1.411  -2.664  1.323
O  -2.669  -3.230  1.305
C  -1.289  -1.446  0.372
C  -0.074  -0.533  0.610
C  0.071  0.554  -0.471
O  1.081  1.491  -0.181
H  -1.140  -2.335  2.356
H  -0.657  -3.424  1.010
H  -2.162  -0.804  0.496
H  -1.264  -1.899  -0.619
H  -0.172  -0.006  1.563
H  0.879  -1.068  0.674
H  -0.925  0.991  -0.640
H  0.367  0.058  -1.421
H  2.378  1.272  -1.044
H  2.766  0.168  -2.051
O  3.129  0.983  -1.706
H  0.839  4.111  0.044
H  0.552  2.709  -0.558
O  0.308  3.779  -0.691

Values from the calculation:
Total charge = -2
HOMO-LUMO gap = 6.14 eV

# 4
# C19H26ClO4PdSe

A structure of composition C19H26ClO4PdSe (ωB97M-V with the def2-TZVPD basis set, the OMol25 dataset).

Cartesian coordinates (Å):
Pd  0.104  -0.029  1.102
C  -0.772  -1.948  1.375
C  -1.618  -0.987  2.016
C  -2.028  -0.074  0.983
C  -1.614  -0.619  -0.322
C  -0.853  -1.749  -0.078
C  -0.123  -2.602  -1.051
C  -1.915  0.041  -1.622
C  -2.834  1.160  1.152
C  -2.014  -0.961  3.450
C  -0.085  -3.100  2.019
H  0.942  -2.633  -0.815
H  -0.232  -2.237  -2.068
H  -0.499  -3.627  -1.002
H  -1.584  1.080  -1.617
H  -2.991  0.035  -1.808
H  -1.419  -0.460  -2.449
H  -2.488  1.940  0.473
H  -2.799  1.534  2.172
H  -3.874  0.938  0.896
H  -2.283  0.040  3.779
H  -1.212  -1.332  4.088
H  -2.882  -1.608  3.594
H  0.843  -3.340  1.504
H  -0.730  -3.981  1.963
H  0.134  -2.901  3.066
O  2.965  2.188  -0.420
Cl  1.854  1.346  -0.581
O  2.081  0.030  0.097
O  0.686  1.880  0.172
O  1.508  1.114  -1.938
C  6.052  3.711  2.128
C  4.802  2.936  2.418
C  4.850  1.581  2.722
C  3.700  0.849  2.975
C  3.826  -0.614  3.298
C  2.457  1.511  2.918
Se  0.890  0.566  3.321
C  2.382  2.884  2.607
C  1.076  3.621  2.494
C  3.559  3.568  2.371
H  6.943  3.112  2.301
H  6.107  4.605  2.750
H  6.057  4.040  1.087
H  5.811  1.083  2.763
H  4.875  -0.901  3.334
H  3.333  -1.225  2.540
H  3.372  -0.850  4.261
H  0.462  3.189  1.701
H  1.262  4.665  2.250
H  0.503  3.587  3.420
H  3.515  4.623  2.130

Values from the calculation:
Total charge = +1
HOMO-LUMO gap (alpha / beta) = 5.81 / 5.81 eV

Result set for largest force on an atom: 4.66, 7.17, 1.66, 0.68 eV/Å, one per record in the order listed.
Result set for ΔE to the lowest compared entry with this formula, charge and spin: 16.7, 153.1, 4.9, 3.2 kcal/mol, one per record in the order listed.